{"formula": "C6H7BrF2O", "method": "ωB97M-V with the def2-TZVPD basis set", "symbols": ["C", "C", "C", "C", "C", "C", "O", "F", "F", "Br", "H", "H", "H", "H", "H", "H", "H"], "xyz": [[1.606, -0.519, 0.253], [1.548, 0.613, -0.463], [0.356, -1.268, 0.389], [-1.282, 0.695, 0.501], [0.317, 0.962, -1.181], [-0.749, -0.468, 1.225], [-0.213, 0.059, -2.137], [0.177, 2.173, -1.665], [-0.142, -0.038, 2.370], [-2.363, -1.564, 1.910], [2.475, -0.895, 0.573], [2.359, 1.311, -0.499], [-0.096, -1.355, -0.551], [0.456, -2.137, 1.088], [-1.582, 1.592, 1.014], [-1.934, 0.300, -0.335], [-0.933, 0.539, -2.492]], "homo_energy_ev": [-8.37, -8.37], "orbital_gap_ev": [8.1265, 8.1283], "total_energy_ev": -83856.86863}

---

{"formula": "CH2O2", "method": "ωB97M-V with the def2-TZVPD basis set", "symbols": ["O", "C", "O", "H", "H"], "xyz": [[0.510, 1.355, -0.594], [0.292, 0.239, -0.214], [-0.919, -0.071, 0.291], [1.007, -0.597, -0.227], [-0.890, -0.926, 0.744]], "smiles": "O=CO", "homo_energy_ev": -10.97, "orbital_gap_ev": 11.5253, "total_energy_ev": -5164.23621}

---

{"formula": "C25H17ClIN3O3RhS", "method": "ωB97M-V with the def2-TZVPD basis set", "symbols": ["Rh", "Cl", "C", "C", "C", "I", "C", "O", "C", "N", "C", "C", "C", "C", "H", "H", "H", "H", "C", "C", "C", "C", "C", "C", "C", "S", "O", "O", "N", "C", "C", "C", "C", "C", "C", "C", "C", "N", "C", "H", "H", "H", "H", "H", "H", "H", "H", "H", "H", "H", "H", "H"], "xyz": [[0.508, -0.291, 0.130], [-4.440, 1.630, -4.250], [-3.004, 1.007, -3.577], [-2.225, 0.139, -4.346], [-1.108, -0.527, -3.851], [0.058, -1.707, -5.076], [-0.810, -0.385, -2.456], [-0.021, -1.165, -1.782], [-1.585, 0.599, -1.669], [-1.201, 0.786, -0.408], [-1.890, 1.648, 0.396], [-3.026, 2.274, -0.075], [-3.447, 2.050, -1.363], [-2.712, 1.256, -2.230], [-2.526, -0.011, -5.366], [-1.523, 1.732, 1.415], [-3.593, 2.859, 0.647], [-4.315, 2.547, -1.788], [4.113, 1.466, -3.451], [3.732, 1.269, -1.995], [2.942, 0.202, -1.646], [2.673, -0.070, -0.270], [3.018, 0.917, 0.631], [3.789, 2.051, 0.322], [4.178, 2.157, -0.994], [2.379, 0.646, 2.297], [3.117, -0.420, 2.933], [2.279, 1.937, 2.924], [0.863, 0.027, 2.032], [0.085, -0.689, 2.922], [0.252, -0.677, 4.303], [-0.558, -1.465, 5.108], [-1.572, -2.286, 4.604], [-1.789, -2.295, 3.184], [-2.760, -3.094, 2.529], [-2.689, -3.215, 1.138], [-1.746, -2.446, 0.454], [-0.927, -1.555, 1.037], [-0.927, -1.504, 2.368], [3.436, 0.878, -4.082], [5.170, 1.198, -3.684], [3.970, 2.521, -3.738], [2.525, -0.377, -2.470], [2.489, -1.101, 0.115], [4.067, 2.784, 1.099], [4.845, 2.974, -1.254], [0.975, 0.037, 4.681], [-0.364, -1.448, 6.207], [-2.234, -2.845, 5.289], [-3.464, -3.637, 3.131], [-3.348, -3.865, 0.556], [-1.658, -2.516, -0.633]], "homo_energy_ev": [-9.73, -10.87], "orbital_gap_ev": [5.5777, 4.8081], "charge": 1, "total_energy_ev": -71271.32713, "multiplicity": 5}

---

{"formula": "C41H36CaIN4O2PSSe", "method": "ωB97M-V with the def2-TZVPD basis set", "symbols": ["Ca", "I", "C", "C", "C", "C", "C", "C", "C", "C", "C", "P", "C", "C", "C", "C", "C", "C", "C", "C", "C", "C", "C", "C", "C", "H", "H", "H", "H", "H", "H", "H", "H", "H", "H", "H", "H", "H", "H", "H", "H", "N", "C", "C", "C", "C", "C", "C", "S", "O", "O", "N", "C", "N", "C", "C", "C", "N", "H", "H", "H", "H", "H", "H", "H", "H", "H", "C", "C", "C", "C", "C", "C", "Se", "C", "C", "C", "H", "H", "H", "H", "H", "H", "H", "H", "H", "H", "H"], "xyz": [[-0.832, -0.050, 0.758], [-1.128, 1.657, 3.730], [0.505, 2.146, 5.022], [0.044, 2.695, 6.188], [0.916, 3.061, 7.222], [2.250, 2.866, 7.046], [2.757, 2.320, 5.846], [4.158, 2.179, 5.746], [4.722, 1.653, 4.627], [3.893, 1.257, 3.572], [2.520, 1.378, 3.594], [1.695, 0.888, 1.983], [2.108, 2.450, 1.097], [3.385, 2.795, 0.663], [3.617, 4.030, 0.076], [2.583, 4.945, -0.064], [1.308, 4.610, 0.364], [1.070, 3.366, 0.931], [2.887, -0.358, 1.375], [3.129, -1.461, 2.196], [3.926, -2.505, 1.763], [4.482, -2.468, 0.493], [4.228, -1.390, -0.340], [3.429, -0.342, 0.094], [1.892, 1.925, 4.766], [-1.019, 2.846, 6.318], [0.523, 3.482, 8.137], [2.959, 3.126, 7.822], [4.764, 2.504, 6.582], [5.796, 1.544, 4.543], [4.370, 0.830, 2.704], [4.209, 2.102, 0.771], [4.614, 4.280, -0.266], [2.774, 5.915, -0.503], [0.493, 5.315, 0.257], [0.063, 3.103, 1.234], [2.690, -1.493, 3.188], [4.102, -3.355, 2.408], [5.099, -3.288, 0.147], [4.648, -1.366, -1.338], [3.217, 0.483, -0.575], [-2.570, -5.106, -4.846], [-1.967, -4.516, -3.757], [-0.628, -4.108, -3.822], [-0.048, -3.442, -2.766], [-0.800, -3.156, -1.632], [-2.114, -3.583, -1.537], [-2.691, -4.268, -2.588], [0.001, -2.367, -0.275], [-1.016, -2.125, 0.769], [1.088, -3.193, 0.158], [0.514, -0.902, -0.610], [0.372, -0.063, -1.652], [0.332, -0.480, -2.926], [0.315, 0.449, -3.866], [0.344, 1.806, -3.591], [0.322, 2.143, -2.250], [0.318, 1.241, -1.279], [-1.977, -5.471, -5.570], [-3.427, -5.608, -4.694], [-0.051, -4.313, -4.716], [0.988, -3.145, -2.812], [-2.677, -3.380, -0.636], [-3.718, -4.605, -2.514], [0.286, 0.079, -4.887], [0.339, 2.555, -4.368], [0.306, 3.181, -1.931], [-5.318, -2.135, -4.219], [-4.778, -1.338, -3.061], [-4.925, -1.763, -1.752], [-4.414, -1.041, -0.678], [-4.594, -1.575, 0.716], [-3.763, 0.179, -0.923], [-3.138, 1.247, 0.565], [-3.656, 0.656, -2.239], [-3.132, 2.028, -2.567], [-4.137, -0.128, -3.283], [-5.752, -3.077, -3.883], [-4.524, -2.359, -4.934], [-6.095, -1.573, -4.742], [-5.462, -2.687, -1.554], [-5.161, -2.507, 0.702], [-5.123, -0.849, 1.335], [-3.629, -1.758, 1.191], [-2.442, 2.384, -1.807], [-3.970, 2.729, -2.605], [-2.641, 2.035, -3.540], [-4.033, 0.237, -4.302]], "homo_energy_ev": -6.97, "orbital_gap_ev": 6.9121, "total_energy_ev": -165169.26588}

---

{"formula": "BrH12O6Zn", "method": "ωB97M-V with the def2-TZVPD basis set", "symbols": ["Zn", "Br", "O", "H", "H", "O", "H", "H", "O", "H", "H", "O", "H", "H", "O", "H", "H", "O", "H", "H"], "xyz": [[1.188, 3.109, -0.763], [0.289, 0.843, -0.019], [-0.600, -2.579, -0.469], [-0.875, -3.107, 0.281], [-0.413, -1.716, -0.099], [-2.196, -1.286, 1.647], [-2.029, -1.977, 2.288], [-1.394, -0.763, 1.642], [2.500, 2.041, -1.911], [2.970, 2.067, -2.745], [2.651, 1.157, -1.578], [-2.693, 1.781, 1.097], [-2.116, 2.425, 1.509], [-2.101, 1.187, 0.637], [-0.432, -1.043, -2.828], [-0.103, -0.441, -2.161], [-0.271, -0.593, -3.658], [2.260, -0.432, 2.397], [1.747, -0.182, 1.628], [1.618, -0.492, 3.104]], "homo_energy_ev": [-17.59, -17.41], "orbital_gap_ev": [5.7811, 3.6490], "charge": 2, "total_energy_ev": -130917.43404, "multiplicity": 2}

---

{"formula": "C4H11NS", "method": "ωB97M-V with the def2-TZVPD basis set", "symbols": ["C", "S", "C", "H", "H", "H", "H", "H", "H", "C", "C", "N", "H", "H", "H", "H", "H"], "xyz": [[-0.702, 1.619, 1.918], [-1.414, 0.366, 0.794], [-0.825, -1.192, 1.564], [-1.537, 1.830, 2.579], [-0.466, 2.496, 1.331], [0.093, 1.176, 2.518], [-1.014, -2.076, 0.957], [0.211, -1.080, 1.883], [-1.340, -1.370, 2.513], [2.320, -1.096, -1.461], [0.856, 0.496, -2.270], [1.035, -0.739, -2.097], [2.178, -2.051, -0.957], [2.626, -0.356, -0.712], [3.054, -1.104, -2.260], [1.454, 1.302, -1.845], [0.161, 0.870, -3.033]], "smiles": "C=NC.CSC", "homo_energy_ev": -8.32, "orbital_gap_ev": 9.2773, "total_energy_ev": -16650.12268}

---

{"formula": "C3H4INO", "method": "ωB97M-V with the def2-TZVPD basis set", "symbols": ["C", "C", "C", "N", "O", "I", "H", "H", "H", "H"], "xyz": [[0.690, 1.290, -0.208], [0.393, -0.964, -0.351], [-0.682, -0.278, 0.534], [-0.265, 1.149, 0.587], [1.103, 0.285, -0.987], [-2.777, -0.292, -0.017], [1.019, 2.323, -0.157], [1.095, -1.485, 0.248], [0.251, -1.531, -1.242], [-0.828, -0.496, 1.594]], "smiles": "I[C@H]1COC=N1", "homo_energy_ev": -9.49, "orbital_gap_ev": 9.9006, "total_energy_ev": -14812.56462}

---

{"formula": "C5H12ClOP", "method": "ωB97M-V with the def2-TZVPD basis set", "symbols": ["C", "C", "C", "C", "C", "O", "P", "Cl", "H", "H", "H", "H", "H", "H", "H", "H", "H", "H", "H", "H"], "xyz": [[-1.416, 0.999, 0.223], [-1.791, 0.827, -2.336], [0.756, -1.641, -2.416], [3.500, 0.451, 0.559], [-1.252, 1.306, -1.219], [1.561, 0.986, 2.245], [1.647, 0.574, 0.827], [3.395, 2.144, -0.126], [-2.409, 0.795, 0.515], [-0.725, 0.285, 0.583], [-1.170, 1.787, 0.932], [-2.572, 0.113, -2.389], [0.958, -2.426, -1.809], [-1.355, 0.995, -3.322], [0.893, -2.127, -3.361], [-0.203, -1.149, -2.403], [1.420, -0.778, -2.270], [4.041, 0.570, 1.580], [3.883, -0.179, -0.230], [-0.292, 1.980, -1.235]], "homo_energy_ev": -9.65, "orbital_gap_ev": 9.2139, "total_energy_ev": -29235.89483}